No. 1
Computed, not measured: C22H26N6O2SV as an isolated structure, with the ωB97M-V functional and the def2-TZVPD basis.

Values from the calculation:
LUMO (spin up / spin down) (eV): -0.15 / -0.15
HOMO (spin up / spin down) (eV): -6.3 / -5.3
2S+1: 2
DFT total energy (eV): -72794.9493
Frontier orbital gap (spin up / spin down) (eV): 6.11 / 5.16
Strongest force on any atom (hartree/bohr): 0.0112

```
58
Properties=species:S:1:pos:R:3:forces:R:3
V -0.20732 0.30429 0.23437 -0.130 -0.528 0.195
S -1.72653 -0.77704 -1.44550 0.139 0.319 -0.094
O -0.78805 -0.91770 1.62709 0.160 0.272 -0.074
O 0.74419 1.46246 -1.22665 0.130 -0.028 0.002
N -1.44748 0.10633 -3.97955 -0.061 -0.033 -0.022
N 0.68224 1.63634 1.57416 -0.166 0.342 -0.234
N 2.65264 2.37225 2.84982 -0.096 0.265 -0.013
N 2.50658 0.04325 -0.79766 0.128 -0.002 0.012
N 1.60218 -0.53324 0.10474 -0.187 -0.084 -0.008
N 0.43815 -0.77890 -2.94457 -0.007 0.025 0.125
C -0.04008 -1.77941 2.23550 0.108 -0.144 -0.026
C 4.98682 1.67429 3.10768 -0.001 -0.025 0.016
C 1.28240 -2.05172 1.93137 -0.125 0.057 -0.046
C -0.88553 -0.44691 -2.89229 -0.029 -0.117 0.166
C 3.27776 1.16857 4.89858 -0.004 -0.006 -0.008
C 2.67529 2.45102 4.31223 0.030 -0.086 -0.005
C 3.94992 2.26203 2.15210 0.022 -0.048 -0.008
C 3.51942 -1.87716 0.78405 -0.040 -0.003 0.013
C 0.68355 0.07531 -5.09215 0.087 0.004 -0.044
C 4.31861 3.21749 -4.24599 -0.014 0.004 0.002
C 2.07972 -1.45270 0.91575 0.135 0.037 -0.064
C 4.06748 1.35234 -2.74558 0.026 0.011 0.034
C 3.06851 3.68664 -3.86728 0.013 -0.018 0.011
C 1.56852 2.02357 2.20810 0.159 -0.384 0.128
C 1.22948 -0.50734 -3.98599 0.064 0.014 -0.102
C -0.68531 0.35449 -5.02455 -0.077 0.003 0.047
C 1.95752 1.07043 -1.39487 -0.128 0.076 0.221
C 2.80876 1.81668 -2.36625 -0.068 0.036 -0.117
C 4.81593 2.04830 -3.68197 -0.001 -0.004 0.006
C 4.34234 0.57987 3.95485 -0.012 0.009 -0.009
C 2.31526 2.98714 -2.93419 -0.017 -0.011 -0.032
C -0.69969 -2.50726 3.37883 -0.060 0.062 -0.033
H 4.44471 0.44531 -2.29089 0.003 0.004 -0.011
H 2.48826 0.43382 5.06259 0.002 -0.002 0.009
H 3.87592 -0.14961 3.28616 -0.011 0.009 0.009
H 5.79207 1.68058 -3.97273 0.000 -0.001 0.002
H -0.72546 -1.86136 4.26041 -0.026 -0.005 -0.001
H 3.70002 -2.33682 -0.18982 0.010 0.009 0.004
H 4.90532 3.76049 -4.97631 -0.002 -0.003 0.005
H -1.73121 -2.73921 3.11416 0.011 -0.026 0.001
H 3.77883 -2.58963 1.56518 0.000 0.001 -0.007
H -1.18583 0.81678 -5.86942 0.008 -0.007 -0.010
H 1.33313 3.32866 -2.63512 0.007 0.003 0.000
H 4.18537 -1.01401 0.84047 0.010 -0.012 0.002
H -0.17390 -3.42494 3.63519 0.012 0.007 0.020
H 3.70986 1.39983 5.87467 0.004 0.008 -0.007
H 2.27532 -0.75519 -3.87292 -0.002 -0.004 0.000
H 4.25118 3.24191 1.77598 0.008 0.014 0.015
H 3.26368 3.32836 4.58610 0.014 -0.004 -0.001
H 2.67874 4.59900 -4.30083 -0.005 -0.002 0.001
H 1.66017 2.61667 4.66579 -0.010 0.025 -0.018
H 5.09700 0.04242 4.52870 0.001 -0.011 -0.001
H 5.40305 2.45291 3.75286 -0.003 0.003 -0.003
H 1.28168 0.32473 -5.95388 -0.003 -0.007 0.005
H 1.76382 -2.81261 2.53036 0.021 -0.004 -0.012
H 5.81486 1.27972 2.51808 0.008 0.005 -0.002
H 0.84445 -1.11553 -2.07143 -0.018 -0.018 -0.022
H 3.80684 1.59830 1.29687 -0.018 0.006 -0.013
```
Positions in Å, forces in eV/Å.

No. 2
Computed, not measured: C22H27AlBN4O9 as an isolated structure in a non-equilibrium geometry, with the ωB97M-V functional and the def2-TZVPD basis.

Values from the calculation:
LUMO (eV): 0.77
Net charge: -1
HOMO (eV): -3.7
2S+1: 1
DFT total energy (eV): -54907.1412
Frontier orbital gap (eV): 4.46
Strongest force on any atom (hartree/bohr): 0.0378

```
64
Properties=species:S:1:pos:R:3:forces:R:3
Al -0.02391 3.78766 1.01659 -0.225 0.583 0.015
O 2.92521 4.28132 -1.25347 -0.071 -0.554 0.169
O -3.41158 5.39156 -3.82229 -0.108 0.201 -0.012
O 2.80724 2.05946 -1.60579 0.808 1.621 0.704
O -0.92043 1.84891 -1.33559 -0.158 -0.592 0.093
O 0.24988 -5.51163 3.50200 0.165 -0.085 0.158
O -1.26725 -5.84883 2.02271 -0.071 -0.095 -0.221
O 4.73478 -0.77723 0.62846 0.244 0.027 -0.010
O -3.03261 3.54529 -2.78584 -0.129 0.011 0.402
O 2.80589 0.01304 1.16306 -0.031 0.111 0.119
N -0.90612 -5.60338 3.15479 -0.072 0.028 0.112
N -3.07607 4.22821 -3.78137 0.162 -0.102 -0.205
N -0.43886 0.67758 0.69469 0.416 0.327 -0.205
N 3.55651 -0.89561 0.89477 -0.183 -0.137 -0.030
C -2.71468 4.30660 -6.21502 -0.039 0.149 -0.142
C -3.27250 -5.52407 3.80950 -0.172 -0.034 -0.114
C 3.23980 3.00200 -0.94719 -0.770 -1.491 -0.966
C 0.85184 5.15628 -0.25812 0.130 -0.802 0.447
C -1.94570 -5.39909 4.17321 -0.117 0.034 0.105
C 1.10243 -3.68050 1.18261 0.173 -0.031 -0.067
C 2.37175 5.04216 -0.14568 -0.344 0.615 -0.105
C -1.97682 2.34405 -7.38804 -0.004 0.004 0.013
C 3.81172 -3.33193 0.65893 0.174 -0.147 -0.032
C -1.94884 1.63283 -6.19661 -0.017 0.067 -0.106
C 4.21130 2.75649 0.17999 -0.246 0.287 -0.369
C -2.54682 -4.90758 6.42292 -0.103 -0.020 -0.031
C -4.24744 -5.34161 4.77552 0.036 0.015 0.100
C -1.56448 -5.09029 5.46456 0.122 0.038 0.168
C 3.26534 -4.60550 0.68664 -0.101 -0.002 0.022
C -2.30568 2.25036 -5.00912 0.055 -0.210 0.103
C 1.91427 -4.78286 0.95339 0.075 0.069 -0.090
C 2.98786 -2.25205 0.90313 -0.067 -0.166 -0.037
C 1.63825 -2.40461 1.15887 -0.194 0.072 0.058
C -2.35591 3.68003 -7.39644 0.020 -0.101 0.004
C -3.88589 -5.03600 6.08037 0.009 -0.006 -0.007
C -2.68816 3.57734 -5.04241 0.063 -0.075 -0.177
B -0.55702 1.97957 0.00155 -0.447 -0.395 0.178
H 4.44487 3.65166 0.73689 0.032 0.109 0.209
H 5.11492 2.38770 -0.28751 0.274 -0.202 -0.071
H -0.52098 -4.99086 5.72071 0.049 -0.016 -0.102
H 0.05016 -3.81282 1.37592 -0.084 0.013 -0.036
H -1.69878 1.85696 -8.31333 0.015 -0.004 -0.014
H -1.25497 4.50038 1.80948 -0.127 0.053 0.097
H -3.00927 5.34468 -6.20932 -0.020 0.020 0.116
H -2.26671 -4.66398 7.43777 0.021 0.014 0.018
H -0.21463 0.84518 1.66443 0.210 0.024 0.162
H -5.29027 -5.43676 4.50885 -0.022 0.005 -0.022
H 1.49322 -5.77736 0.98049 -0.046 -0.015 0.025
H 0.53930 6.17504 -0.05620 -0.072 0.270 0.049
H 3.79531 1.97499 0.79546 0.060 -0.054 0.304
H 1.13564 3.37486 2.10375 0.109 -0.005 0.061
H 0.36511 0.18436 0.31384 -0.185 -0.305 -0.223
H -4.65035 -4.89538 6.83243 -0.014 0.016 0.011
H -2.37113 4.23479 -8.32421 0.000 0.024 -0.014
H -2.27635 1.70823 -4.07455 0.008 0.082 0.065
H 3.89782 -5.46277 0.50129 0.028 -0.013 -0.008
H 4.86084 -3.18623 0.45235 0.010 0.116 0.008
H -3.54387 -5.75740 2.79155 0.102 -0.003 -0.048
H 2.85260 6.01585 -0.16917 0.263 0.208 -0.141
H 2.63189 4.56985 0.79329 0.240 -0.153 0.147
H -1.64564 0.59571 -6.18900 0.020 -0.021 0.026
H -1.41184 2.62288 -1.59600 0.197 0.498 -0.314
H 0.57420 4.91510 -1.27805 -0.088 0.094 -0.359
H 1.01163 -1.54262 1.33357 0.035 0.032 0.007
```
Positions in Å, forces in eV/Å.

No. 3
Computed, not measured: C22H27BFeO4 as an isolated structure in a non-equilibrium geometry, with the ωB97M-V functional and the def2-TZVPD basis.

Values from the calculation:
LUMO (spin up / spin down) (eV): 0.51 / -0.06
HOMO (spin up / spin down) (eV): -3.9 / -7.9
2S+1: 5
DFT total energy (eV): -66490.1808
Frontier orbital gap (spin up / spin down) (eV): 4.43 / 7.81
Strongest force on any atom (hartree/bohr): 0.1184
Relative energy (zero: lowest compared OMol25 entry of this formula, charge and spin) (kcal/mol): 144.0

```
55
Properties=species:S:1:pos:R:3:forces:R:3
Fe 2.00312 2.71260 -0.14790 0.380 -0.397 2.136
O -1.94195 -3.62835 -0.68148 -0.332 -0.321 -0.918
O -2.45138 -3.32302 -3.06270 1.947 0.449 0.074
O -3.13284 -1.65968 -1.41480 1.971 -0.409 -1.128
O -2.01291 -1.85840 1.95197 -0.104 1.236 1.267
C 1.77434 -0.88898 0.52642 0.921 -1.461 0.202
C 0.10700 3.44659 -0.42718 -0.627 -1.084 -2.507
C -0.64407 -1.87060 -1.74184 -2.467 -0.066 0.514
C -1.67453 -1.66483 4.32432 1.719 -0.170 0.687
C 2.97152 4.44864 -0.40465 1.785 0.521 0.335
C -2.57746 -1.79414 3.21599 -2.242 -0.160 -0.132
C 1.28924 1.75214 -1.59354 -3.145 -0.146 -0.345
C 0.15613 2.26029 0.41502 -1.140 -1.593 -1.435
C 2.91886 4.14724 0.99455 1.103 -1.241 -0.822
C -1.89017 -0.83132 -1.74584 -0.189 -1.767 -0.503
C -0.69354 -2.94984 -0.52340 -0.466 0.046 -2.340
C 4.00392 2.37230 -0.12885 0.782 0.839 1.354
C 3.57721 2.83455 1.16034 1.384 1.149 0.004
C 3.60840 3.35384 -1.09758 1.055 1.273 -0.008
C 0.59386 -1.04208 -1.59327 0.012 0.054 -2.072
C -3.95695 -1.82983 3.11121 0.237 -0.073 0.318
C 0.75823 3.13630 -1.72395 -2.601 -0.479 0.530
C -0.97258 -2.66403 -3.05700 -1.003 -0.616 -0.905
C 0.73031 1.14704 -0.35297 -2.098 1.098 -0.337
C -4.24788 -1.90473 1.68668 0.225 1.516 1.038
C -3.01898 -1.60385 1.13156 -2.096 -1.783 -1.314
C 0.44844 -0.46468 -0.18670 6.086 -0.119 -0.057
B -2.64919 -3.01016 -1.77160 0.308 2.318 2.673
H 3.80326 3.29679 -2.17742 -0.241 -0.008 0.690
H 0.55261 -0.23472 -2.35832 -0.307 -0.579 0.574
H -1.70237 0.01153 -1.01758 -0.947 -0.804 -0.807
H 1.72936 1.15186 -2.38380 0.268 0.593 0.176
H -0.40166 2.08158 1.35555 0.614 0.457 -0.643
H 2.69005 -0.54002 0.00334 -0.615 0.515 0.299
H 1.95235 -2.02106 0.46238 -0.698 1.319 0.642
H 0.18530 -3.53444 -0.78468 -0.049 -1.010 -0.222
H 2.54339 5.34272 -0.82155 0.018 -0.028 -0.265
H -1.94138 -0.54857 -2.85320 -0.276 0.295 1.673
H -1.10780 -2.09822 -4.02038 0.762 -0.148 1.328
H -2.04640 -2.19194 5.18767 0.085 -0.197 0.348
H -0.68794 -0.35083 0.39692 -3.691 4.021 1.087
H 3.77749 2.35202 2.11532 -0.224 0.008 -0.358
H 0.78007 3.76433 -2.67578 0.318 -0.751 1.810
H -0.31159 -3.50305 -3.17301 0.229 -0.428 -0.205
H -0.70978 -2.03946 4.00571 0.244 -0.965 0.094
H -1.30767 -0.69352 4.63028 -0.846 0.865 0.006
H 2.49628 4.80700 1.74411 0.050 -0.383 -0.025
H -5.30044 -1.88425 1.38574 0.900 0.066 -0.672
H -0.48847 4.33874 -0.17781 0.871 -0.346 -0.121
H -0.48609 -2.75577 0.53162 -0.587 0.657 -0.181
H -4.77185 -1.72192 3.90799 1.730 -0.346 -1.115
H 1.73908 -0.48003 1.54708 0.383 -0.460 -0.146
H 1.60841 -1.51902 -1.84773 -1.475 0.097 0.878
H -0.25825 -1.13965 0.49322 2.308 -1.027 -1.240
H 4.58792 1.48687 -0.33848 -0.233 -0.029 0.083
```
Positions in Å, forces in eV/Å.

> strongest force on any atom of number 1 (C22H26N6O2SV)?

0.0112 hartree/bohr